Entry 1:
42
Properties=species:S:1:pos:R:3:lowdin_charge:R:1 method="wB97M-V/def2-TZVPD" total_charge=+1 e_lumo_ev=-5.2 fmax_ev_per_a=5.0 homo_lumo_gap_ev=8.1394 molar_mass_da=304.388 spin_multiplicity=1
C -5.28 -3.33 -1.93 -0.09
C -4.31 -2.26 -1.22 -0.37
C -3.21 -3.12 -0.38 -0.09
C -3.59 -1.25 -2.28 -0.11
C -2.36 -0.59 -1.47 -0.05
C -2.66 0.13 -0.11 0.07
N -1.58 0.69 0.66 0.06
C -0.20 0.61 0.24 0.04
C 0.23 -0.06 -1.10 0.08
C -0.90 -0.70 -1.99 0.02
C -0.45 -1.42 -3.34 -0.36
O -0.88 -2.54 -3.69 0.11
O 0.53 -0.75 -4.13 0.07
H -4.76 -4.35 -1.90 0.08
H -6.23 -3.46 -1.27 0.10
H -5.55 -3.06 -3.01 0.09
H -4.90 -1.60 -0.48 0.12
H -3.64 -4.11 -0.02 0.09
H -2.85 -2.54 0.54 0.07
H -2.28 -3.35 -1.01 0.09
H -3.24 -1.79 -3.22 0.12
H -4.32 -0.40 -2.58 0.14
H -3.76 0.17 0.23 0.15
H -1.77 1.13 1.57 0.17
H 0.64 1.03 0.89 0.13
H 1.33 -0.10 -1.43 0.14
H 0.44 0.23 -3.97 0.13
O 4.58 0.41 1.93 -0.28
S 3.92 1.41 2.73 0.61
O 2.56 1.83 2.44 -0.32
O 4.86 2.71 2.83 -0.26
C 5.35 3.30 1.63 -0.26
C 4.28 4.15 0.96 -0.08
C 4.01 0.93 4.43 -0.12
H 5.73 2.54 0.95 0.12
H 6.19 3.94 1.91 0.13
H 3.47 3.53 0.57 0.06
H 4.70 4.70 0.12 0.08
H 3.84 4.85 1.66 0.09
H 5.04 0.66 4.66 0.08
H 3.36 0.06 4.57 0.08
H 3.67 1.76 5.05 0.08

Entry 2:
44
Properties=species:S:1:pos:R:3:lowdin_charge:R:1 method="wB97M-V/def2-TZVPD" total_charge=-1 e_lumo_ev=2.0 fmax_ev_per_a=1.3 homo_lumo_gap_ev=5.9872 molar_mass_da=794.936 spin_multiplicity=1
Ru 0.14 -1.16 -0.44 0.28
C -2.34 0.78 1.40 -0.24
P -0.65 0.13 1.20 0.73
C -0.44 -0.68 2.82 -0.26
C 0.34 1.67 1.39 -0.35
C 0.18 2.57 2.45 -0.08
C 0.94 3.72 2.52 -0.08
C 1.89 3.98 1.53 -0.08
C 2.06 3.09 0.49 -0.09
C 1.28 1.93 0.41 -0.36
P 1.43 0.71 -0.95 0.76
C 3.19 0.25 -0.89 -0.26
C 1.37 1.74 -2.44 -0.25
H -2.45 1.27 2.37 0.04
H -3.04 -0.06 1.35 0.06
H -2.57 1.49 0.62 0.03
H -0.75 -0.05 3.65 0.04
H 0.60 -0.98 2.93 0.04
H -1.04 -1.59 2.80 0.04
H -0.55 2.37 3.23 0.10
H 0.81 4.41 3.34 0.10
H 2.50 4.88 1.59 0.10
H 2.81 3.30 -0.27 0.10
H 3.85 1.12 -0.92 0.04
H 3.39 -0.40 -1.74 0.04
H 3.37 -0.32 0.02 0.04
H 2.15 2.50 -2.45 0.04
H 0.39 2.23 -2.50 0.03
H 1.48 1.09 -3.31 0.05
Se -0.50 -6.43 -2.04 -0.22
Sb -0.73 -6.00 0.32 -0.30
Se 0.77 -3.24 0.22 -0.04
Se -2.78 -4.95 0.99 -0.26
Se 0.56 -7.25 1.89 -0.25
C -1.55 -3.01 -2.44 -0.12
O -1.86 -1.59 -2.42 -0.14
C -1.27 -0.72 -1.63 -0.47
C -1.98 0.58 -1.90 -0.09
H -1.85 -3.46 -1.50 -0.01
H -0.48 -3.17 -2.59 0.03
H -2.13 -3.41 -3.26 0.08
H -2.28 0.64 -2.94 0.08
H -1.37 1.44 -1.63 0.04
H -2.90 0.61 -1.30 0.07

Entry 3:
49
Properties=species:S:1:pos:R:3:lowdin_charge:R:1 method="wB97M-V/def2-TZVPD" total_charge=-1 e_lumo_ev=2.0 fmax_ev_per_a=1.8 homo_lumo_gap_ev=7.9930 molar_mass_da=571.152 spin_multiplicity=1
C 0.90 -3.09 1.68 0.03
C 0.65 -2.89 0.35 -0.12
C 0.33 -1.50 -0.04 -0.14
O -0.96 -1.34 -0.74 -0.06
C -1.12 -0.19 -1.39 -0.58
O -0.82 -0.04 -2.55 0.15
N -1.76 0.87 -0.64 -0.06
C -1.30 2.19 -1.13 -0.16
C 0.20 2.41 -1.09 -0.14
N 0.64 2.80 0.27 -0.10
C 1.57 3.94 0.26 -0.23
C 2.90 3.73 -0.48 -0.09
C 1.17 1.69 1.02 -0.47
C 0.45 1.41 2.31 0.01
O 2.12 1.04 0.66 0.11
C -3.21 0.72 -0.83 -0.69
I -3.99 -0.98 0.27 0.89
C -4.00 1.95 -0.39 -0.33
C -3.81 2.31 1.09 -0.13
H 1.86 -3.48 2.00 0.06
H 0.13 -2.83 2.41 0.06
H 0.67 -3.69 -0.38 0.10
H 1.13 -1.12 -0.67 0.14
H 0.29 -0.89 0.87 0.09
H -1.74 2.98 -0.54 0.11
H -1.66 2.32 -2.16 0.13
H 0.38 3.29 -1.71 0.12
H 0.79 1.61 -1.52 0.12
H 1.78 4.24 1.28 0.12
H 1.04 4.76 -0.23 0.11
H 3.54 3.02 0.05 0.07
H 2.76 3.32 -1.48 0.07
H 3.46 4.67 -0.53 0.07
H 1.11 0.82 2.95 0.09
H 0.20 2.35 2.81 0.08
H -0.43 0.82 2.11 0.08
H -3.44 0.49 -1.87 0.09
H -3.77 2.79 -1.04 0.10
H -5.05 1.72 -0.57 0.09
H -4.68 1.95 1.66 0.06
H -3.78 3.39 1.25 0.07
H -2.93 1.83 1.51 0.05
F 3.50 -8.42 -1.32 -0.28
As 2.63 -7.06 -0.69 0.69
F 1.19 -8.02 -0.58 -0.27
F 2.19 -6.58 -2.30 -0.27
F 1.75 -5.69 -0.05 -0.27
F 4.06 -6.08 -0.80 -0.28
F 3.07 -7.52 0.93 -0.28

Entry 4:
42
Properties=species:S:1:pos:R:3:lowdin_charge:R:1 method="wB97M-V/def2-TZVPD" total_charge=+2 e_lumo_ev="-8.7 / -10.7" de_lowest_kcal_mol=0.0 fmax_ev_per_a=3.9 homo_lumo_gap_ev="6.8267 / 4.7129" molar_mass_da=708.049 spin_multiplicity=3
I 2.27 0.51 -1.04 0.59
I -1.02 -2.06 -1.16 0.76
Au -0.65 0.11 0.57 0.49
P -1.08 1.22 -1.66 0.62
C -0.54 2.95 -1.72 -0.24
C -0.36 0.56 -3.21 -0.34
H -0.76 1.11 -4.07 0.08
H -2.90 1.84 -3.07 0.08
H -0.59 -0.51 -3.30 -0.03
H -3.31 0.38 -2.10 0.05
H 0.55 2.97 -1.55 0.01
H 0.73 0.66 -3.15 -0.06
C -2.84 1.37 -2.08 -0.23
H -0.75 3.35 -2.73 0.08
H -3.35 2.01 -1.35 0.04
H -1.04 3.56 -0.96 0.04
P 0.70 -1.73 1.47 0.60
C 1.79 -1.17 2.81 -0.23
C -0.27 -3.05 2.26 -0.26
H 1.34 -3.07 -0.48 -0.03
H 2.26 -3.50 0.99 0.08
H 2.65 -2.01 0.04 -0.04
C 1.86 -2.67 0.40 -0.33
H -0.88 -3.58 1.51 0.03
H 0.41 -3.76 2.75 0.08
H 2.29 -2.05 3.25 0.08
H 1.21 -0.64 3.57 0.05
H -0.94 -2.61 3.00 0.07
H 2.54 -0.48 2.41 0.05
C -0.42 1.71 1.84 -0.35
O 0.48 1.65 2.65 0.09
C -3.00 5.08 1.27 -0.03
C -1.65 5.27 1.59 -0.03
C -0.82 4.17 1.81 -0.01
C -1.34 2.88 1.66 -0.25
C -2.68 2.68 1.33 -0.08
C -3.52 3.79 1.14 -0.05
H -3.67 5.93 1.12 0.13
H -1.28 6.28 1.70 0.13
H 0.23 4.30 2.06 0.14
H -3.06 1.67 1.24 0.10
H -4.56 3.63 0.88 0.12

Entry 5:
43
Properties=species:S:1:pos:R:3:lowdin_charge:R:1 method="wB97M-V/def2-TZVPD" e_lumo_ev=-0.1 fmax_ev_per_a=2.6 homo_lumo_gap_ev=7.5100 molar_mass_da=326.390 spin_multiplicity=1
C 0.50 3.26 -2.14 -0.09
C -0.78 2.78 -1.86 -0.07
C -0.99 1.77 -0.90 -0.31
C 0.10 1.23 -0.22 -0.22
C 1.37 1.71 -0.50 -0.36
C 1.60 2.73 -1.44 -0.05
C -2.40 1.31 -0.60 -0.15
C -2.53 -0.19 -0.23 -0.24
N -2.65 -1.04 -1.38 -0.29
Ca -0.39 0.14 2.06 1.19
C 2.54 1.05 0.22 -0.32
P 1.92 -0.63 0.69 0.74
H -1.65 3.20 -2.37 0.10
H 2.62 3.07 -1.60 0.10
H 0.67 4.02 -2.90 0.10
H 2.88 1.59 1.13 0.10
H 3.46 0.91 -0.38 0.09
H -2.86 1.91 0.23 0.12
H -3.08 1.55 -1.45 0.12
H -1.67 -0.59 0.38 0.04
C 3.41 -1.34 1.44 -0.30
C 2.09 -1.36 -0.97 -0.27
H -3.45 -0.34 0.37 0.12
C -1.58 -1.08 -2.35 -0.07
C -3.25 -2.33 -1.13 -0.10
H -0.01 -1.98 3.31 0.07
H -1.94 -1.71 -3.18 0.09
H -1.31 -0.08 -2.70 0.09
H -0.66 -1.55 -1.95 0.07
H -3.45 -2.82 -2.10 0.09
H -2.60 -2.99 -0.54 0.08
H -4.17 -2.19 -0.56 0.09
H 3.15 -1.27 -1.24 0.04
H 1.82 -2.43 -0.95 0.04
H 1.48 -0.82 -1.71 0.04
H 4.25 -1.14 0.76 0.04
H 3.62 -0.89 2.43 0.05
H 3.28 -2.43 1.54 0.05
H -0.18 -2.26 2.61 0.06
O -0.98 -0.18 5.16 -0.06
N 0.20 0.29 5.10 -0.53
O 1.09 0.14 5.95 0.04
O 0.52 0.98 3.96 -0.32

Entry 6:
53
Properties=species:S:1:pos:R:3:lowdin_charge:R:1 method="wB97M-V/def2-TZVPD" total_charge=-1 e_lumo_ev=-1.7 de_lowest_kcal_mol=269.2 fmax_ev_per_a=5.3 homo_lumo_gap_ev=2.7978 molar_mass_da=553.500 spin_multiplicity=1
Mg 2.41 3.41 2.46 0.86
S 6.30 3.16 3.67 0.09
O 5.47 4.26 3.33 -0.35
O 5.36 2.15 3.21 -0.30
O 7.58 3.18 2.99 -0.34
O 6.30 2.96 5.10 -0.31
C -0.55 1.36 -1.54 -0.37
O 0.28 1.71 -0.48 -0.40
H -1.00 2.28 -1.92 0.04
H 0.07 0.91 -2.31 0.05
H -1.36 0.64 -1.41 0.03
C -8.59 1.64 1.05 -0.04
C -7.73 2.04 2.22 -0.27
C -6.55 2.91 1.77 -0.11
O -6.81 4.17 2.31 0.07
C -7.97 4.21 2.97 -0.50
O -8.34 5.17 3.68 0.11
O -8.56 2.99 2.94 0.07
H -8.24 0.82 0.43 0.09
H -8.78 2.47 0.37 0.09
H -9.58 1.35 1.43 0.09
H -7.48 1.14 2.78 0.15
H -6.42 3.08 0.71 0.14
H -5.58 2.56 2.12 0.14
C -0.94 -3.74 3.91 -0.02
C 0.35 -4.27 3.24 -0.32
C 1.62 -3.54 3.69 -0.09
O 2.58 -4.57 3.94 0.08
C 1.92 -5.75 3.95 -0.50
O 2.46 -6.79 4.32 0.12
O 0.62 -5.63 3.52 0.08
H -1.78 -4.44 3.90 0.08
H -1.26 -2.82 3.44 0.08
H -0.78 -3.51 4.96 0.08
H 0.24 -4.10 2.17 0.15
H 1.42 -2.91 4.57 0.13
H 1.93 -2.89 2.87 0.14
Cl 5.53 5.64 -4.31 0.51
C 5.56 3.86 -4.26 -0.66
C 6.11 3.27 -5.62 -0.60
Cl 4.76 3.60 -6.77 0.50
H 4.59 3.45 -3.98 0.07
H 6.18 3.68 -3.38 0.06
H 6.28 2.19 -5.60 0.06
H 7.01 3.73 -6.02 0.06
Cl 2.97 -4.59 -3.98 0.54
C 1.60 -4.43 -5.09 -0.66
C 2.10 -4.45 -6.57 -0.65
Cl 2.42 -2.80 -7.18 0.53
H 1.02 -3.57 -4.75 0.06
H 0.91 -5.24 -4.85 0.06
H 1.41 -4.92 -7.27 0.06
H 2.99 -5.06 -6.73 0.06

Entry 7:
42
Properties=species:S:1:pos:R:3:lowdin_charge:R:1 method="wB97M-V/def2-TZVPD" e_lumo_ev="-0.2 / -0.6" de_lowest_kcal_mol=23.8 fmax_ev_per_a=2.3 homo_lumo_gap_ev="7.2733 / 6.9119" molar_mass_da=322.309 spin_multiplicity=5
C -2.48 0.15 -3.94 -0.08
C -2.12 -1.03 -3.27 -0.06
C -1.53 -0.99 -1.98 -0.25
C -1.27 0.26 -1.38 -0.13
C -1.42 1.40 -2.17 -0.36
C -2.12 1.38 -3.39 -0.06
C -1.31 -2.28 -1.24 -0.14
C -0.17 -3.27 -1.68 -0.19
N 1.18 -2.83 -1.93 -0.30
Cr -1.08 0.74 0.75 0.66
C -0.92 2.72 -1.64 -0.33
P 0.58 2.38 -0.61 0.84
H -2.35 -1.99 -3.73 0.11
H -2.34 2.33 -3.88 0.11
H -3.06 0.11 -4.87 0.10
H -1.63 3.19 -0.94 0.09
H -0.65 3.43 -2.43 0.09
H -1.21 -2.08 -0.16 0.08
H -2.23 -2.87 -1.35 0.12
H -0.08 -3.99 -0.85 0.12
C 1.21 4.04 -0.25 -0.29
C 1.67 1.96 -2.05 -0.23
H -0.51 -3.80 -2.59 0.12
C 1.46 -2.12 -3.14 -0.09
C 2.23 -2.99 -0.95 -0.09
H 0.68 0.96 1.24 0.01
H 1.96 -2.78 -3.87 0.08
H 0.52 -1.75 -3.56 0.07
H 2.11 -1.24 -2.94 0.07
H 2.82 -3.92 -1.10 0.08
H 2.92 -2.14 -1.00 0.07
H 1.81 -3.03 0.07 0.08
H 1.93 2.90 -2.55 0.05
H 2.60 1.46 -1.75 0.04
H 1.14 1.31 -2.77 0.04
H 1.22 4.64 -1.17 0.05
H 0.55 4.51 0.48 0.04
H 2.23 3.97 0.14 0.05
H 0.68 0.30 0.83 0.03
O -0.90 -0.31 2.76 -0.21
N -1.88 -1.07 2.49 -0.19
O -2.59 -0.71 1.48 -0.20

Entry 8:
50
Properties=species:S:1:pos:R:3:lowdin_charge:R:1 method="wB97M-V/def2-TZVPD" total_charge=+1 e_lumo_ev=-3.8 de_lowest_kcal_mol=96.6 fmax_ev_per_a=6.7 homo_lumo_gap_ev=9.2376 molar_mass_da=437.375 spin_multiplicity=1
C -0.74 -1.79 0.10 -0.08
C 0.13 -1.68 1.51 -0.24
O 1.36 -0.86 1.37 -0.22
C 2.09 -0.96 2.67 -0.23
C 3.72 -0.96 2.50 -0.34
S 4.45 -2.61 1.98 1.08
C 3.91 -4.03 3.08 -0.32
O 4.76 -4.18 4.30 -0.19
O 4.33 -3.23 5.09 -0.08
H -0.20 -2.58 -0.61 0.09
H -0.81 -0.79 -0.50 0.09
H -1.78 -2.25 0.37 0.09
H 0.52 -2.79 1.72 0.12
H -0.58 -1.31 2.38 0.14
H 1.68 -1.83 3.35 0.13
H 1.82 0.06 3.24 0.16
H 4.24 -0.48 3.46 0.14
H 3.96 -0.19 1.62 0.14
H 3.90 -2.93 0.70 0.08
H 4.06 -5.05 2.48 0.16
H 2.75 -4.01 3.35 0.14
H 5.07 -2.96 5.71 0.17
C -2.97 4.19 1.31 -0.06
C -2.33 2.84 1.58 -0.22
O -3.34 1.82 1.69 0.01
C -3.79 1.29 0.51 -0.33
O -3.38 1.64 -0.60 0.14
C -4.82 0.19 0.77 -0.47
F -5.73 0.54 1.73 0.15
F -4.24 -0.96 1.21 0.13
F -5.54 -0.14 -0.33 0.15
H -3.72 4.42 2.07 0.09
H -2.21 4.98 1.30 0.09
H -3.48 4.20 0.34 0.08
H -1.81 2.87 2.54 0.12
H -1.59 2.58 0.82 0.12
C -0.63 -0.78 -4.54 -0.06
C -1.16 0.58 -4.12 -0.21
O -0.08 1.51 -3.97 0.00
C 0.35 2.12 -5.12 -0.32
O -0.12 1.90 -6.23 0.15
C 1.46 3.13 -4.80 -0.47
F 2.38 2.64 -3.92 0.13
F 0.97 4.27 -4.24 0.14
F 2.17 3.51 -5.91 0.15
H 0.13 -1.13 -3.84 0.08
H -1.44 -1.52 -4.58 0.08
H -0.16 -0.73 -5.53 0.08
H -1.65 0.49 -3.15 0.12
H -1.91 0.95 -4.83 0.13

Entry 9:
51
Properties=species:S:1:pos:R:3:lowdin_charge:R:1 method="wB97M-V/def2-TZVPD" total_charge=-1 e_lumo_ev="2.5 / 2.5" fmax_ev_per_a=2.5 homo_lumo_gap_ev="6.7398 / 6.7376" molar_mass_da=475.354 spin_multiplicity=2
O 1.24 -1.53 0.32 -0.43
S 1.12 -2.95 0.62 0.54
O 2.46 -3.51 0.67 -0.41
P 0.04 -3.05 2.64 0.20
C 0.14 -3.76 -0.80 -0.55
F 0.74 -3.46 -1.94 0.11
F -1.04 -3.19 -0.79 0.12
C -0.07 -5.29 -0.65 -0.45
F -1.33 -5.54 -0.37 0.17
F 0.63 -5.76 0.35 0.16
C 0.26 -6.12 -1.91 -0.39
F -0.31 -7.31 -1.73 0.16
F -0.28 -5.62 -3.00 0.19
C 1.78 -6.40 -2.11 -0.64
F 2.52 -5.44 -1.66 0.22
F 2.06 -6.61 -3.36 0.21
F 2.09 -7.47 -1.42 0.20
H 1.00 -2.01 3.03 -0.07
H 1.02 -4.05 3.08 -0.08
H -0.85 -4.09 2.13 -0.09
H -0.85 -2.04 2.10 -0.07
H -0.60 -3.02 3.94 -0.09
C 0.00 2.83 -1.99 -0.04
C -1.03 2.64 -0.85 -0.49
C -1.94 3.86 -0.79 -0.14
C -1.23 5.10 -0.24 -0.18
C -0.60 4.81 1.11 -0.14
C 0.29 3.56 1.13 -0.49
N -0.35 2.39 0.45 -0.07
O -1.20 1.87 1.27 0.00
C 1.65 3.87 0.48 -0.04
C 0.62 3.22 2.58 -0.05
C -1.82 1.42 -1.29 -0.04
H -0.49 2.76 -2.95 0.08
H 0.49 3.81 -1.98 0.05
H 0.77 2.06 -1.95 0.10
H -2.81 3.64 -0.16 0.12
H -2.33 4.08 -1.79 0.12
H -0.47 5.45 -0.95 0.10
H -1.95 5.92 -0.14 0.11
H -0.02 5.67 1.44 0.12
H -1.41 4.68 1.84 0.12
H 2.24 2.96 0.39 0.10
H 2.21 4.57 1.10 0.08
H 1.58 4.33 -0.50 0.06
H -0.27 3.09 3.19 0.08
H 1.20 4.04 3.02 0.08
H 1.22 2.31 2.65 0.10
H -1.19 0.53 -1.33 0.10
H -2.24 1.58 -2.28 0.08
H -2.66 1.20 -0.63 0.08

Entry 10:
45
Properties=species:S:1:pos:R:3:lowdin_charge:R:1 method="wB97M-V/def2-TZVPD" total_charge=+2 e_lumo_ev="-5.7 / -10.3" fmax_ev_per_a=4.2 homo_lumo_gap_ev="6.1446 / 5.0374" molar_mass_da=486.551 spin_multiplicity=8
Gd 0.28 -0.21 1.22 1.23
P -2.87 0.06 0.37 0.87
C -2.17 0.85 -1.14 -0.23
C -0.74 1.25 -1.56 -0.28
N 0.39 1.00 -0.84 -0.06
C 1.61 1.35 -1.37 -0.30
C 1.74 2.02 -2.58 0.01
C 0.59 2.24 -3.34 0.01
C -0.63 1.83 -2.82 -0.01
C 2.88 1.05 -0.58 -0.31
P 2.97 -0.55 0.36 0.77
H -1.56 2.00 -3.40 0.14
H 2.73 2.30 -2.96 0.14
H 0.66 2.71 -4.32 0.14
H 3.76 1.09 -1.25 0.10
H 3.00 1.86 0.16 0.10
H -2.51 0.14 -1.90 0.10
H -2.78 1.78 -1.23 0.12
H -2.40 -4.26 -3.52 0.02
O -1.98 -4.19 -4.39 -0.06
H -1.65 -3.28 -4.46 0.03
H -2.21 -1.04 1.04 0.01
O -0.48 -2.11 1.09 -0.56
H -0.49 -3.07 1.33 0.03
C 3.52 -1.68 -0.98 -0.25
H 4.50 -1.42 -1.39 0.06
H 3.57 -2.71 -0.58 0.06
H 2.80 -1.66 -1.81 0.05
C 4.48 -0.36 1.35 -0.26
H 4.48 -1.15 2.11 0.05
H 5.40 -0.44 0.78 0.06
H 4.48 0.60 1.87 0.05
C -3.38 1.39 1.50 -0.21
H -4.44 1.67 1.41 0.08
H -3.22 1.02 2.52 0.05
H -2.75 2.27 1.38 0.06
C -4.34 -0.90 -0.13 -0.19
H -4.62 -1.52 0.74 0.07
H -5.16 -0.25 -0.45 0.08
H -4.00 -1.59 -0.91 0.06
N 0.15 0.47 3.43 0.05
C 0.16 0.63 4.61 -0.21
N 0.19 0.97 5.83 0.22
C 0.07 0.23 6.91 -0.18
N -0.02 -0.37 7.91 0.30